[1]
Entry from OMol25: 15 unconnected molecules or ions with the total composition H30O15 (the ωB97M-V functional and the def2-TZVPD basis).

```
45
Properties=species:S:1:pos:R:3:mulliken_charge:R:1
O -0.959 -0.724 2.246 -0.57
H -0.960 -0.307 3.109 0.24
H -1.734 -1.320 2.203 0.29
O 1.936 1.425 -0.350 -0.64
H 2.620 0.896 0.120 0.27
H 1.140 0.898 -0.447 0.28
O 0.016 2.028 2.405 -0.54
H 0.739 1.466 2.707 0.31
H -0.049 2.726 3.060 0.26
O 0.791 0.558 -3.489 -0.70
H 0.655 -0.332 -3.141 0.38
H 0.090 1.101 -3.167 0.42
O -0.414 0.113 -0.193 -0.12
H -0.153 -0.591 -0.754 0.61
H -0.366 -0.083 0.762 -0.21
O 3.065 -1.204 -1.820 -0.62
H 3.910 -1.587 -1.564 0.33
H 2.828 -0.766 -0.991 0.15
O 0.066 3.480 -0.103 -0.58
H -0.237 4.229 0.412 0.26
H 0.258 2.783 0.536 0.35
O 0.406 -1.684 -2.095 -0.71
H 1.376 -1.709 -2.030 0.40
H 0.046 -1.987 -2.925 0.29
O 1.922 -0.068 2.882 -0.75
H 2.692 0.512 2.891 0.32
H 1.786 -0.504 2.027 0.39
O -2.525 -0.544 -3.632 -0.60
H -3.311 -1.022 -3.974 0.26
H -2.303 -0.874 -2.692 0.39
O -2.783 1.423 1.933 -0.65
H -2.978 1.850 1.076 0.32
H -1.870 1.407 2.097 0.30
O -2.792 -0.986 -1.013 -0.71
H -2.705 -1.900 -1.022 0.34
H -2.026 -0.634 -0.600 0.36
O 1.569 -1.564 0.687 -0.53
H 0.972 -2.301 0.799 0.22
H 2.406 -2.025 0.633 0.27
O -1.136 1.943 -2.169 -0.73
H -0.750 1.366 -1.509 0.27
H -0.692 2.748 -1.989 0.30
O 0.183 -2.885 3.157 -0.65
H -0.052 -2.027 2.800 0.43
H -0.662 -3.325 3.137 0.30
```

Calculated values
Calculated total energy (a.u.): -1146.55401
Multiplicity: 1



[2]
Entry from OMol25: a molecular structure, H30O15 (the ωB97M-V functional and the def2-TZVPD basis).

```
45
Properties=species:S:1:pos:R:3:mulliken_charge:R:1
H -0.248 0.860 0.307 0.47
H -0.314 -0.068 -0.895 0.05
H -2.020 0.112 -0.395 0.29
H -2.174 -1.005 -1.413 0.25
H 2.328 -0.954 -1.424 0.20
H 3.826 -0.801 -1.222 0.14
H 0.522 -1.717 0.626 0.27
H 1.285 -3.023 0.472 0.22
H -3.090 -0.428 3.064 0.33
H -3.658 -1.029 1.789 0.32
H 1.576 1.914 0.857 0.24
H 1.730 2.821 2.067 0.26
H -2.823 2.421 2.089 0.23
H -2.772 0.907 1.959 0.19
H -0.714 -1.884 -2.412 0.22
H 0.354 -2.659 -1.657 0.27
H 4.691 0.204 2.879 0.27
H 3.231 0.567 2.664 0.31
H -3.593 0.839 -3.405 0.28
H -4.585 -0.310 -3.337 0.26
H 2.366 2.241 -3.046 0.33
H 1.842 1.564 -1.790 0.34
H -2.132 -3.468 0.923 0.28
H -3.632 -3.250 0.813 0.31
H 2.710 -0.824 0.853 0.49
H 2.355 0.452 0.108 0.26
H 1.490 0.632 -3.972 0.39
H 1.147 1.722 -4.974 0.31
H -0.571 1.538 3.371 0.27
H 0.439 2.121 4.346 0.30
O 0.049 0.777 -0.606 -0.50
O -2.679 -0.339 -0.934 -0.50
O 2.993 -0.822 -0.739 -0.50
O 1.331 -2.086 0.253 -0.53
O -3.656 -1.140 2.746 -0.62
O 1.190 2.102 1.720 -0.50
O -2.228 1.669 2.188 -0.49
O 0.120 -1.768 -1.942 -0.46
O 3.862 -0.151 2.540 -0.61
O -3.751 -0.003 -2.964 -0.50
O 1.563 1.877 -2.658 -0.66
O -2.884 -3.102 1.402 -0.56
O 3.039 0.062 0.663 -0.63
O 1.832 1.081 -4.752 -0.69
O -0.348 2.351 3.839 -0.62
```

Calculated values
Calculated total energy (a.u.): -1146.24691
Multiplicity: 1



[3]
Entry from OMol25: 15 unconnected molecules or ions with the total composition H30O15 (the ωB97M-V functional and the def2-TZVPD basis).

```
45
Properties=species:S:1:pos:R:3:mulliken_charge:R:1
H -0.240 1.109 -0.269 0.26
H 0.361 -0.327 -0.102 0.08
H 0.756 -1.722 -0.821 0.29
H 1.390 -1.515 -2.116 0.23
H -0.685 1.480 -2.605 0.25
H -0.448 2.818 -1.858 0.20
H 0.797 -4.316 -0.045 0.27
H -0.617 -4.174 -0.702 0.34
H -3.051 1.724 0.889 0.29
H -1.816 2.388 0.988 0.22
H 3.533 0.844 -1.317 0.26
H 2.752 -0.103 -2.011 0.27
H 3.173 -3.629 0.105 0.30
H 4.276 -4.786 0.242 0.31
H -2.452 1.943 -3.378 0.32
H -2.500 3.344 -3.015 0.32
H 1.443 0.728 4.672 0.29
H 0.431 -0.388 4.666 0.33
H 1.181 3.221 0.103 0.19
H 0.407 2.860 1.253 0.26
H -2.854 -3.898 0.628 0.25
H -2.591 -2.441 1.079 0.27
H 1.784 3.265 3.411 0.31
H 2.634 4.177 2.575 0.31
H -2.552 -1.076 -1.759 0.20
H -1.447 -0.894 -0.745 0.39
H 3.550 1.091 1.556 0.23
H 2.981 2.537 1.701 0.31
H -3.972 -1.124 -0.765 0.31
H -5.368 -1.819 -0.963 0.27
O 0.041 0.435 0.433 -0.43
O 0.545 -1.357 -1.743 -0.56
O -0.912 2.417 -2.533 -0.51
O 0.047 -4.774 -0.352 -0.62
O -2.140 1.571 1.219 -0.48
O 3.149 0.776 -2.123 -0.55
O 3.418 -4.589 -0.113 -0.61
O -2.457 2.728 -3.794 -0.62
O 1.064 0.090 5.177 -0.61
O 0.728 2.478 0.505 -0.42
O -2.535 -3.041 0.276 -0.50
O 1.894 3.566 2.441 -0.67
O -2.050 -1.474 -1.029 -0.52
O 2.807 1.664 1.524 -0.44
O -4.453 -1.809 -1.285 -0.57
```

Calculated values
Calculated total energy (a.u.): -1146.28786
Multiplicity: 1



[4]
Entry from OMol25: 15 unconnected molecules or ions with the total composition H31O15 (the ωB97M-V functional and the def2-TZVPD basis).

```
46
Properties=species:S:1:pos:R:3:mulliken_charge:R:1
O -1.715 -3.403 -1.364 -0.64
H 2.142 -3.705 -1.140 0.22
H -1.338 -4.303 -1.106 0.34
O -1.084 3.523 0.669 -0.60
H 0.136 -1.952 1.405 0.27
H -0.654 3.477 -0.217 0.32
O -3.099 -0.759 -0.657 -0.60
H -1.342 -0.406 3.905 0.32
H 4.759 0.956 1.597 0.32
O 0.585 3.339 -1.940 -0.69
H -0.469 2.379 1.455 0.46
H 1.079 4.101 -2.467 0.37
O 2.191 -3.154 -0.502 -0.50
H 0.954 -1.179 0.196 0.23
H 2.922 -3.094 0.053 0.29
O 1.192 0.916 -0.122 -0.67
H -3.076 -1.693 -0.918 0.30
H -4.071 -0.461 -0.484 0.31
O -0.421 -0.214 4.188 -0.68
H 1.630 1.771 -0.417 0.26
H -2.289 0.989 -2.242 0.31
O -0.391 0.434 -3.787 -0.57
H -1.353 4.377 0.809 0.29
H -3.326 1.825 -3.031 0.25
O 0.062 1.582 1.807 -0.24
H -0.580 0.101 -4.789 0.29
H -2.549 -0.688 1.573 0.34
O 0.971 -3.511 3.218 -0.68
H -0.895 -0.099 -3.211 0.26
O 0.502 -1.193 1.116 -0.47
H 0.462 0.826 1.226 0.53
H 1.100 -2.546 3.312 0.33
O -2.428 1.578 -3.133 -0.55
H -0.003 1.153 2.664 0.44
H 0.765 0.444 -0.822 0.21
O -3.098 -0.450 2.211 -0.58
H -0.402 -0.980 4.839 0.31
H -3.871 -0.150 1.668 0.26
O 4.455 0.062 1.236 -0.65
H -0.845 -2.954 -1.346 0.28
H 3.003 1.946 -2.353 0.33
O 2.366 1.167 -2.566 -0.58
H 1.967 1.602 -3.370 0.27
H 0.231 2.900 -2.762 0.30
H 1.622 -3.961 2.334 0.34
H 3.693 0.246 0.723 0.32
```

Calculated values
Total charge: +1
Calculated total energy (a.u.): -1146.79264
Multiplicity: 1



[5]
Entry from OMol25: 15 unconnected molecules or ions with the total composition H31O15 (the ωB97M-V functional and the def2-TZVPD basis).

```
46
Properties=species:S:1:pos:R:3:mulliken_charge:R:1
O 2.458 3.211 -0.416 -0.61
H 1.986 1.663 1.147 0.33
H 3.170 3.862 -0.344 0.27
O -3.685 -1.982 -1.134 -0.73
H 2.267 -1.849 -0.076 0.25
H -3.262 -2.855 -1.381 0.36
O 2.141 0.761 -3.309 -0.59
H -0.586 -3.327 -0.719 0.41
H -0.931 -0.793 3.389 0.22
O -3.030 2.142 1.830 -0.58
H -2.484 -2.235 0.236 0.33
H -2.808 3.052 1.642 0.31
O 1.393 0.996 0.777 -0.27
H 1.633 0.031 0.681 0.33
H 0.935 1.342 -0.137 0.58
O -0.815 1.144 -0.219 -0.50
H 1.964 -0.138 -3.607 0.28
H 2.964 0.487 -2.875 0.30
O 0.424 -3.452 -0.623 -0.67
H -1.644 1.615 -0.119 0.18
H -1.754 -0.992 -4.060 0.30
O -1.112 4.276 -0.428 -0.61
H -3.102 -1.265 -1.502 0.35
H -0.634 -0.130 -3.933 0.28
O -1.908 -2.876 0.748 -0.63
H -2.049 4.011 -0.581 0.30
H 2.821 -3.250 1.065 0.32
O 1.507 -1.984 2.106 -0.55
H -0.725 3.401 -0.286 0.30
O 1.695 -1.429 -0.697 -0.83
H 1.012 -2.177 -1.004 0.46
H 0.597 -1.565 2.025 0.39
O -1.554 -0.141 -3.651 -0.57
H -2.622 -3.484 1.024 0.31
H -0.790 0.487 0.502 0.29
O 3.545 -3.456 0.491 -0.64
H 0.327 -3.632 0.374 0.34
H 3.279 -3.687 -0.398 0.34
O -1.273 -0.839 2.484 -0.53
H 1.841 3.436 -1.129 0.31
H 0.352 4.045 2.717 0.26
O 0.365 3.696 1.815 -0.50
H 1.162 4.067 1.399 0.30
H -3.945 2.044 2.094 0.30
H 1.549 -2.361 3.040 0.27
H -2.145 -0.554 2.823 0.24
```

Calculated values
Total charge: +1
Calculated total energy (a.u.): -1146.87256
Multiplicity: 1



[6]
Entry from OMol25: a molecular structure, H31O16 (the ωB97M-V functional and the def2-TZVPD basis).

```
47
Properties=species:S:1:pos:R:3:mulliken_charge:R:1
O -4.005 -3.097 3.451 -0.65
H 2.056 -2.897 0.483 0.31
H -2.904 -4.532 -1.814 0.30
O 4.579 0.973 -0.911 -0.61
H -3.646 -3.086 2.530 0.32
H -3.171 -3.031 3.948 0.33
O -1.653 4.408 -0.518 -0.64
H 3.769 1.401 -1.179 0.28
H -3.188 -3.062 -1.334 0.33
O -3.415 -3.986 -1.213 -0.63
H 0.878 0.476 -1.768 0.33
H 4.593 0.029 -0.755 0.31
O 1.978 -3.877 0.502 -0.69
H 3.487 1.193 -4.490 0.31
H 2.406 3.250 -1.807 0.34
O -0.321 0.958 2.645 -0.65
H -0.547 0.861 1.691 0.30
H 2.963 0.213 0.870 0.36
O -0.488 -2.171 -2.569 -0.58
H 0.052 -1.394 -2.666 0.31
H -0.807 -2.590 -3.362 0.27
O -1.814 0.540 5.696 -0.66
H -2.085 1.462 5.764 0.30
H -1.540 3.416 -0.699 0.35
O -2.297 1.056 -1.434 -0.67
H -1.575 0.588 -0.953 0.28
O 3.576 0.397 -5.024 -0.63
H 2.434 -3.933 1.396 0.34
H 2.879 -0.218 -4.781 0.31
O 1.595 -1.356 2.426 -0.78
H -2.482 4.480 -1.005 0.31
H 1.010 -1.994 2.011 0.30
O 2.265 4.201 -1.861 -0.66
H 2.309 -0.121 -1.512 0.25
H 0.646 1.702 0.065 0.11
O -4.156 1.577 0.970 -0.65
H 2.134 -0.942 1.573 0.36
H 0.382 0.271 2.672 0.40
O 0.649 0.760 0.224 -0.81
H 1.426 4.424 -1.439 0.33
H -4.870 2.148 0.663 0.31
O 1.639 0.065 -2.186 -0.55
H -2.846 0.937 -0.618 0.35
H -1.393 0.421 4.835 0.36
O 2.660 -0.536 0.308 -1.11
H -4.692 0.748 1.039 0.33
H 1.530 -0.130 0.133 0.58
```

Calculated values
Total charge: -1
Calculated total energy (a.u.): -1222.44096
Multiplicity: 1